one | # C4H8O2

An isolated molecule of C4H8O2 (ωB97M-V/def2-TZVPD, the Open Molecules 2025 dataset).

ORCA input file:
```
! wB97M-V def2-TZVPD RIJCOSX def2/J DEFGRID3
* xyz 0 1
C 1.402 -0.567 0.856
C 0.501 0.456 0.205
O 1.326 1.405 -0.442
C -0.515 -0.102 -0.742
C -1.860 -0.448 -0.304
O -1.636 0.806 -0.900
H 2.018 -1.077 0.110
H 2.068 -0.058 1.557
H 0.814 -1.316 1.394
H -0.142 0.941 0.965
H 0.742 2.027 -0.899
H -0.149 -0.517 -1.678
H -2.100 -0.409 0.754
H -2.468 -1.142 -0.877
*
```

Structure (SMILES)   C[C@@H](O)[C@H]1CO1

two | # C4H8O2

A structure of composition C4H8O2 (ωB97M-V/def2-TZVPD, the Open Molecules 2025 dataset).

ORCA input file:
```
! wB97M-V def2-TZVPD RIJCOSX def2/J DEFGRID3
* xyz 0 1
C 1.454 -0.157 -1.837
O 0.528 0.412 -1.112
C 0.244 0.043 0.116
C -0.890 0.736 0.740
C -1.321 0.396 2.095
O -0.612 1.598 1.855
H 1.507 0.212 -2.852
H 2.323 -0.572 -1.334
H 0.532 -1.801 -1.371
H 1.054 -0.356 0.725
H 0.107 -1.738 -0.694
H -1.625 1.130 0.038
H -0.776 -0.370 2.649
H -2.370 0.510 2.371
*
```

Most stable structure: one

one | # C4H8O2

A cluster of 2 separate species, C4H8O2 in total (ωB97M-V/def2-TZVPD, the Open Molecules 2025 dataset).

ORCA input file:
```
! wB97M-V def2-TZVPD RIJCOSX def2/J DEFGRID3
* xyz 0 1
O -0.883 1.382 -0.468
C -0.699 0.679 0.740
C -0.236 -0.722 0.691
C 1.141 -0.499 0.150
C 0.640 0.333 1.284
H -0.341 2.180 -0.462
H -1.470 0.912 1.476
H -0.668 -1.608 1.133
H 1.883 -1.260 0.387
H 1.275 -0.035 -0.827
H 1.028 0.428 2.289
O -0.749 -0.709 -2.464
H 0.030 -1.109 -2.064
H -0.950 0.028 -1.864
*
```

Structure (SMILES)   O[C@H]1[C@H]2C[C@@H]12.O

two | # C4H8O2

An isolated molecule of C4H8O2 (ωB97M-V/def2-TZVPD, the Open Molecules 2025 dataset).

ORCA input file:
```
! wB97M-V def2-TZVPD RIJCOSX def2/J DEFGRID3
* xyz 0 1
C -2.036 -0.383 0.420
C -0.567 -0.522 -0.036
O -0.293 0.746 -0.580
C 1.122 0.987 -0.628
C 1.700 -0.111 0.289
O 0.474 -0.741 0.906
H -2.435 -1.320 0.809
H -2.640 -0.103 -0.464
H -2.164 0.421 1.153
H -0.521 -1.349 -0.781
H 1.449 0.937 -1.680
H 1.299 2.008 -0.258
H 2.298 0.269 1.127
H 2.313 -0.839 -0.278
*
```

Structure (SMILES)   CC1OCCO1

Most stable structure: two

one | # C4H8O2

An isolated molecule of C4H8O2 (ωB97M-V/def2-TZVPD, the Open Molecules 2025 dataset).

ORCA input file:
```
! wB97M-V def2-TZVPD RIJCOSX def2/J DEFGRID3
* xyz 0 1
O 1.785 -0.225 0.982
C 1.005 -0.031 -0.146
C -0.011 1.264 -0.009
C -1.239 0.382 -0.159
C -0.320 -0.848 -0.290
O -0.403 -1.804 0.720
H 1.354 0.417 1.563
H 1.675 -0.211 -1.030
H 0.577 1.179 -0.943
H -0.014 2.356 -0.091
H -1.839 0.589 -1.053
H -1.918 0.284 0.696
H -0.433 -1.332 -1.267
H 0.338 -1.618 1.321
*
```

Structure (SMILES)   O[C@@H]1CC[C@@H]1O

two | # C4H8O2

A cluster of 2 separate species, C4H8O2 in total (ωB97M-V/def2-TZVPD, the Open Molecules 2025 dataset).

ORCA input file:
```
! wB97M-V def2-TZVPD RIJCOSX def2/J DEFGRID3
* xyz 0 1
O -1.112 -1.424 0.182
C -0.894 -0.345 1.023
C 0.766 0.208 1.105
C 1.245 -0.001 -0.272
C -0.458 0.399 -1.733
O -0.970 1.427 -1.398
H -0.894 -1.034 -0.713
H -1.116 -0.620 2.052
H -1.411 0.533 0.633
H 1.233 -0.428 1.876
H 0.799 1.264 1.429
H 1.588 0.825 -0.866
H 1.670 -0.982 -0.474
H -0.446 0.177 -2.845
*
```

Most stable structure: one

one | # C5H14NP

A cluster of 2 separate species, C5H14NP in total (ωB97M-V/def2-TZVPD, the Open Molecules 2025 dataset).

ORCA input file:
```
! wB97M-V def2-TZVPD RIJCOSX def2/J DEFGRID3
* xyz 0 1
C 1.306 -0.011 1.107
C 2.379 0.288 -1.257
C -0.028 1.161 -0.669
C -3.833 -0.701 0.864
C 1.005 0.073 -0.504
N 0.412 -1.206 -0.991
P -2.701 -2.202 0.895
H 2.268 -0.410 1.370
H 1.397 0.988 1.651
H 0.608 -0.758 1.446
H 3.040 1.214 -0.853
H 2.300 0.317 -2.365
H 2.994 -0.648 -0.916
H -0.440 1.110 -1.726
H -0.662 1.176 0.223
H 0.399 2.150 -0.643
H -4.381 -0.597 1.843
H -4.464 -0.863 0.107
H -3.253 0.161 0.781
H 0.043 -1.015 -1.938
H 1.166 -1.901 -0.942
*
```

two | # C5H14NP

A cluster of 2 separate species, C5H14NP in total (ωB97M-V/def2-TZVPD, the Open Molecules 2025 dataset).

ORCA input file:
```
! wB97M-V def2-TZVPD RIJCOSX def2/J DEFGRID3
* xyz 0 1
C 0.538 -0.475 1.235
C 1.262 -1.215 -1.229
C 1.509 1.164 -0.411
C -1.501 1.597 0.404
C 0.678 -0.153 -0.250
N -2.034 -1.397 0.277
P -1.030 0.454 -0.946
H -0.507 -0.665 1.593
H 1.101 -1.428 1.438
H 1.041 0.349 1.744
H 0.486 -1.794 -1.720
H 1.853 -1.858 -0.660
H 1.796 -0.758 -2.048
H 1.640 1.526 -1.463
H 1.195 1.976 0.150
H 2.549 0.972 -0.327
H -2.624 1.751 0.241
H -1.029 2.565 0.485
H -1.629 1.011 1.407
H -3.127 -1.378 0.386
H -2.168 -2.244 -0.305
*
```

three | # C5H14NP

A cluster of 2 separate species, C5H14NP in total (ωB97M-V/def2-TZVPD, the Open Molecules 2025 dataset).

ORCA input file:
```
! wB97M-V def2-TZVPD RIJCOSX def2/J DEFGRID3
* xyz 0 1
C -2.584 -1.222 0.476
C 2.495 -0.503 1.252
C 1.557 -0.491 -1.041
C -0.897 2.243 -0.189
C -1.180 -0.998 -0.128
N 1.376 -0.261 0.412
P -0.118 0.146 1.029
H -3.321 -0.392 0.319
H -2.948 -2.136 0.061
H -2.559 -1.423 1.523
H 2.468 -0.049 2.154
H 2.544 -1.685 1.552
H 3.509 -0.194 0.814
H 2.619 -0.312 -1.223
H 1.219 -1.563 -1.439
H 1.055 0.079 -1.795
H -0.244 3.024 0.157
H -1.936 2.297 0.022
H -0.380 1.969 -1.157
H -1.319 -0.281 -0.894
H -0.607 -1.940 -0.387
*
```

Most stable structure: two

one | # C4H2N2O

An isolated molecule of C4H2N2O (ωB97M-V/def2-TZVPD, the Open Molecules 2025 dataset).

ORCA input file:
```
! wB97M-V def2-TZVPD RIJCOSX def2/J DEFGRID3
* xyz 0 1
N 2.550 -0.568 -0.256
C 1.465 -0.342 0.004
C 0.061 -0.180 0.407
C -0.257 1.191 0.162
N -0.390 2.310 -0.156
C -0.928 -1.187 0.004
O -2.050 -0.811 -0.282
H -0.167 -0.251 1.404
H -0.599 -2.348 0.274
*
```

Structure (SMILES)   N#CC(C#N)C=O

two | # C4H2N2O

A cluster of 2 separate species, C4H2N2O in total (ωB97M-V/def2-TZVPD, the Open Molecules 2025 dataset).

ORCA input file:
```
! wB97M-V def2-TZVPD RIJCOSX def2/J DEFGRID3
* xyz 0 1
C -0.303 -1.408 -0.007
C -1.860 1.239 0.028
C 1.792 0.005 -0.047
C 0.505 -0.294 0.016
N -0.949 -2.377 0.074
N -2.906 1.311 0.547
O -0.783 1.194 -0.601
H 2.043 1.074 -0.173
H 2.461 -0.744 0.163
*
```

Most stable structure: one

one | # C3H10S2

A cluster of 2 separate species, C3H10S2 in total (ωB97M-V/def2-TZVPD, the Open Molecules 2025 dataset).

ORCA input file:
```
! wB97M-V def2-TZVPD RIJCOSX def2/J DEFGRID3
* xyz 0 1
C -1.490 0.984 2.670
C -0.910 0.914 1.256
C 0.105 -0.203 1.094
H -1.524 -0.048 3.036
H -2.468 1.441 2.790
H -0.771 1.440 3.355
H -0.408 1.871 1.065
H -1.675 0.978 0.480
H 0.892 0.086 0.399
H 0.673 -0.246 2.032
H -0.259 -1.220 0.966
S 2.767 -1.791 -4.069
S 1.342 -1.945 -5.585
H 1.942 -1.323 -3.138
H 1.786 -0.936 -6.349
*
```

Structure (SMILES)   CCC.SS

two | # C3H10S2

A cluster of 2 separate species, C3H10S2 in total (ωB97M-V/def2-TZVPD, the Open Molecules 2025 dataset).

ORCA input file:
```
! wB97M-V def2-TZVPD RIJCOSX def2/J DEFGRID3
* xyz 0 1
C 1.357 1.683 1.353
S 0.080 0.911 2.313
C 0.394 -0.784 1.639
H 2.187 1.060 1.564
H 1.775 2.732 1.479
H 0.947 1.585 0.357
H 1.056 -1.328 2.370
H -0.649 -1.451 1.693
H 0.761 -0.675 0.607
C -1.439 -0.186 -2.045
S -1.728 -1.844 -2.752
H -2.256 0.532 -2.304
H -1.400 -0.150 -0.916
H -0.571 0.131 -2.535
H -0.514 -2.216 -2.824
*
```

Structure (SMILES)   CSC.CS

Most stable structure: one

one | # C5H7NO

A structure of composition C5H7NO (ωB97M-V/def2-TZVPD, the Open Molecules 2025 dataset).

ORCA input file:
```
! wB97M-V def2-TZVPD RIJCOSX def2/J DEFGRID3
* xyz 0 1
O -0.542 -0.938 -2.070
C -0.786 -0.456 -0.993
C 0.028 -0.636 0.275
C 0.860 0.457 0.889
C 0.279 1.817 0.595
C -0.903 1.377 1.032
N -0.442 0.062 1.482
H 0.893 -2.476 -1.857
H -1.702 0.142 -0.858
H 0.356 -1.655 0.487
H 1.793 0.252 1.410
H 1.585 -2.325 -1.637
H 0.680 2.750 0.220
H -1.941 1.683 0.979
*
```

two | # C5H7NO

An isolated molecule of C5H7NO (ωB97M-V/def2-TZVPD, the Open Molecules 2025 dataset).

ORCA input file:
```
! wB97M-V def2-TZVPD RIJCOSX def2/J DEFGRID3
* xyz 0 1
O 1.080 1.192 -1.398
C 0.698 0.059 -0.789
C -0.461 -0.589 -1.281
C -1.340 0.453 -0.408
C -1.019 0.384 0.892
C 0.162 -0.492 1.365
N 1.259 -0.222 0.418
H -0.640 -1.609 -0.929
H -0.605 -0.486 -2.354
H 0.226 1.662 -1.558
H -1.572 0.946 1.643
H -0.115 -1.553 1.296
H 0.510 -0.317 2.386
H 1.816 0.572 0.717
*
```

three | # C5H7NO

An isolated molecule of C5H7NO (ωB97M-V/def2-TZVPD, the Open Molecules 2025 dataset).

ORCA input file:
```
! wB97M-V def2-TZVPD RIJCOSX def2/J DEFGRID3
* xyz 0 1
C -1.464 -1.101 0.170
C -0.384 -0.253 0.770
O 0.637 -1.175 1.004
C 1.688 -0.799 0.285
C 1.508 0.435 -0.255
C 0.166 0.805 0.075
N -0.530 1.887 -0.443
H -2.255 -0.541 -0.324
H -0.898 -1.642 -0.614
H -1.862 -1.861 0.844
H 2.401 -1.588 0.127
H 2.191 0.953 -0.907
H 0.038 2.592 -0.888
H -1.237 2.287 0.157
*
```

Structure (SMILES)   Cc1occc1N

Most stable structure: three